1.
DFT (wB97M-V/def2-TZVPD) results for a single C4H7ClO molecule at a distorted geometry.

Geometry (Å):
C (-0.47, 0.98, 1.26)
C (-0.67, -0.06, 0.21)
C (0.52, -0.87, -0.31)
C (-0.15, 0.10, -1.18)
H (-0.56, 0.65, 2.32)
H (0.54, 1.39, 1.16)
H (-1.24, 1.77, 1.16)
H (-1.59, -0.64, 0.23)
H (0.32, -1.86, -0.61)
H (2.21, -1.30, -0.42)
H (0.28, 1.05, -1.51)
O (1.84, -0.71, 0.23)
Cl (-1.02, -0.49, -2.55)

Computed properties:
orbital gap: 10.578 eV
HOMO energy: -0.3583 Ha
electronic energy: -18829.9761 eV
LUMO: 0.83 eV
SMILES: C[C@@H]1[C@H](O)[C@H]1Cl
net charge: 0
largest force on an atom: 2.34 eV Å⁻¹

***

2.
DFT (wB97M-V/def2-TZVPD) results for 7 unconnected molecules or ions with the total composition C5H12N2S at a distorted geometry.

Geometry (Å):
C (1.84, -0.95, 0.30)
C (0.60, -0.12, -0.36)
C (0.21, -0.61, -1.68)
C (-0.55, 0.07, 0.56)
C (-0.66, 1.63, 1.13)
H (2.84, -0.02, 0.99)
H (1.21, -1.98, 1.46)
H (2.29, -1.83, -1.04)
H (0.89, 0.98, -0.40)
H (0.67, -2.06, -2.22)
H (1.13, 0.19, -2.49)
H (-1.23, -0.38, -1.91)
H (-1.36, 1.86, 2.12)
H (0.50, 1.64, 1.52)
H (-1.53, 1.82, -0.76)
H (-1.25, 3.47, 0.18)
H (-2.31, -2.74, 1.36)
N (-0.79, 2.38, -0.21)
N (-1.23, -0.83, 1.03)
S (-1.25, -2.52, 0.42)

Computed properties:
orbital gap: 8.888 eV
HOMO energy: -0.3257 Ha
electronic energy: -19180.2904 eV
LUMO: 0.03 eV
net charge: 0
largest force on an atom: 6.05 eV Å⁻¹

***

3.
DFT (wB97M-V/def2-TZVPD) results for 6 unconnected molecules or ions with the total composition C32H94Cl2N15O5P5 at a distorted geometry.

Geometry (Å):
O (-1.75, 15.70, -18.51)
P (-2.91, 16.39, -17.84)
N (-4.08, 15.34, -17.16)
C (-5.29, 15.74, -16.46)
C (-3.79, 13.81, -17.42)
N (-3.86, 17.41, -18.85)
C (-5.02, 18.24, -18.42)
C (-3.75, 17.27, -20.36)
N (-2.43, 17.35, -16.48)
C (-2.19, 16.70, -15.15)
C (-1.57, 18.36, -16.87)
H (-6.01, 15.99, -17.24)
H (-4.99, 16.61, -15.87)
H (-5.76, 14.87, -16.00)
H (-3.81, 13.58, -18.48)
H (-4.66, 13.31, -17.01)
H (-2.82, 13.47, -17.05)
H (-5.89, 17.65, -18.72)
H (-5.13, 18.40, -17.34)
H (-5.06, 19.17, -19.00)
H (-4.65, 17.62, -20.87)
H (-2.95, 17.94, -20.66)
H (-3.45, 16.28, -20.69)
H (-1.16, 16.33, -15.16)
H (-2.28, 17.44, -14.36)
H (-2.84, 15.85, -14.99)
H (-2.10, 19.13, -17.44)
H (-0.80, 17.93, -17.50)
H (-1.28, 18.86, -15.94)
O (9.53, 20.10, -14.11)
P (8.54, 20.69, -14.99)
N (8.15, 22.33, -14.85)
C (7.21, 22.93, -15.81)
C (8.16, 23.03, -13.56)
N (7.02, 19.91, -14.89)
C (6.05, 19.82, -16.07)
C (6.43, 19.97, -13.55)
N (9.00, 20.40, -16.70)
C (9.45, 19.05, -16.98)
C (9.84, 21.42, -17.38)
H (6.18, 22.72, -15.54)
H (7.43, 22.65, -16.84)
H (7.35, 24.01, -15.84)
H (8.26, 24.11, -13.69)
H (8.91, 22.66, -12.86)
H (7.23, 22.74, -13.08)
H (6.58, 19.71, -17.02)
H (5.43, 18.94, -15.91)
H (5.39, 20.69, -16.04)
H (7.11, 19.73, -12.73)
H (6.17, 21.03, -13.44)
H (5.55, 19.36, -13.31)
H (8.66, 18.32, -16.81)
H (9.77, 18.83, -18.00)
H (10.35, 18.83, -16.40)
H (10.87, 21.30, -17.06)
H (9.72, 22.47, -17.11)
H (9.83, 21.26, -18.46)
O (9.06, 16.85, -14.98)
P (8.28, 15.60, -15.20)
N (8.15, 15.04, -16.80)
C (7.06, 14.29, -17.35)
C (9.26, 15.39, -17.72)
N (6.73, 15.70, -14.60)
C (6.57, 16.05, -13.18)
C (5.65, 16.26, -15.37)
N (8.72, 14.12, -14.41)
C (10.17, 13.81, -14.38)
C (7.77, 12.94, -14.35)
H (6.33, 14.08, -16.58)
H (7.47, 13.35, -17.72)
H (6.61, 14.95, -18.09)
H (10.22, 15.09, -17.30)
H (9.35, 16.47, -17.79)
H (9.17, 15.01, -18.74)
H (5.49, 16.09, -13.02)
H (7.24, 15.62, -12.44)
H (6.79, 17.12, -13.16)
H (5.30, 17.19, -14.92)
H (6.14, 16.53, -16.31)
H (4.77, 15.63, -15.51)
H (10.74, 14.73, -14.30)
H (10.35, 13.23, -13.48)
H (10.50, 13.36, -15.32)
H (8.12, 12.26, -13.57)
H (7.81, 12.46, -15.33)
H (6.76, 13.25, -14.06)
O (4.79, 14.03, -8.34)
P (3.47, 14.60, -8.76)
N (2.07, 13.60, -8.65)
C (1.83, 12.65, -7.50)
C (0.85, 13.83, -9.41)
N (3.47, 15.09, -10.40)
C (3.32, 16.52, -10.83)
C (3.75, 14.13, -11.48)
N (3.02, 15.96, -7.86)
C (1.70, 16.60, -7.88)
C (3.95, 16.47, -6.81)
H (2.81, 12.45, -7.05)
H (1.45, 11.74, -7.96)
H (1.12, 13.03, -6.76)
H (0.15, 14.43, -8.83)
H (0.27, 12.92, -9.59)
H (1.07, 14.30, -10.37)
H (2.72, 17.12, -10.16)
H (4.32, 16.96, -10.90)
H (2.87, 16.46, -11.82)
H (2.80, 13.60, -11.57)
H (4.07, 14.64, -12.39)
H (4.37, 13.31, -11.10)
H (1.78, 17.66, -7.63)
H (1.25, 16.66, -8.87)
H (0.99, 16.04, -7.27)
H (4.47, 17.33, -7.24)
H (4.85, 15.90, -6.57)
H (3.47, 16.67, -5.85)
O (-4.67, 22.84, -12.19)
P (-4.49, 22.89, -13.67)
N (-2.89, 22.98, -14.30)
C (-2.10, 21.80, -14.23)
C (-2.10, 24.22, -14.17)
N (-5.18, 24.30, -14.30)
C (-5.14, 24.77, -15.68)
C (-5.57, 25.39, -13.42)
N (-5.25, 21.65, -14.60)
C (-6.63, 21.49, -14.40)
C (-4.65, 20.97, -15.68)
H (-1.47, 21.79, -15.13)
H (-2.65, 20.86, -14.15)
H (-1.47, 21.77, -13.35)
H (-2.62, 24.87, -13.47)
H (-1.83, 24.62, -15.14)
H (-1.17, 24.00, -13.65)
H (-4.49, 24.18, -16.32)
H (-6.09, 24.92, -16.20)
H (-4.81, 25.81, -15.63)
H (-5.34, 26.41, -13.73)
H (-6.64, 25.25, -13.26)
H (-5.11, 25.22, -12.44)
H (-6.89, 21.61, -13.35)
H (-7.21, 22.24, -14.93)
H (-6.93, 20.47, -14.63)
H (-4.16, 20.06, -15.33)
H (-3.95, 21.61, -16.23)
H (-5.46, 20.76, -16.38)
Cl (1.23, 18.34, -15.00)
C (2.44, 19.20, -13.98)
C (1.87, 20.60, -13.56)
Cl (2.08, 21.59, -15.00)
H (3.46, 19.18, -14.37)
H (2.41, 18.58, -13.09)
H (2.42, 21.04, -12.73)
H (0.81, 20.58, -13.30)

Computed properties:
orbital gap: 8.126 eV
HOMO energy: -0.2908 Ha
electronic energy: -138788.4791 eV
LUMO: 0.21 eV
SMILES: CN(C)P(=O)(N(C)C)N(C)C.CN(C)P(=O)(N(C)C)N(C)C.CN(C)P(=O)(N(C)C)N(C)C.CN(C)P(=O)(N(C)C)N(C)C.CN(C)P(=O)(N(C)C)N(C)C.ClCCCl
net charge: 0
largest force on an atom: 4.61 eV Å⁻¹

***

4.
DFT (wB97M-V/def2-TZVPD) results for a single C5H8O molecule.

Geometry (Å):
C (-2.02, 0.11, -0.12)
C (-0.86, -0.52, 0.61)
O (-0.16, 0.43, 1.42)
C (0.49, -0.10, 0.30)
C (1.22, 0.56, -0.80)
C (1.93, -0.38, 0.18)
H (-2.29, -0.42, -1.04)
H (-2.90, 0.16, 0.53)
H (-1.73, 1.14, -0.37)
H (-1.03, -1.49, 1.07)
H (1.43, 1.62, -0.78)
H (1.06, 0.15, -1.80)
H (2.34, -1.32, -0.17)
H (2.51, 0.10, 0.96)

Computed properties:
orbital gap: 10.771 eV
HOMO energy: -0.3534 Ha
electronic energy: -7359.8059 eV
LUMO: 1.15 eV
SMILES: C[C@@H]1OC12CC2
net charge: 0
largest force on an atom: 0.28 eV Å⁻¹

***

5.
DFT (wB97M-V/def2-TZVPD) results for a single C2H5N3S2 molecule at a distorted geometry.

Geometry (Å):
C (-0.52, -1.39, -0.88)
C (-1.44, 0.58, 0.49)
H (2.00, -2.07, 1.39)
H (-0.82, -1.95, -1.77)
H (-2.43, -0.68, -0.74)
H (-2.21, 0.60, 1.24)
H (0.30, 0.77, -1.59)
N (0.60, -1.70, -0.37)
N (-1.50, -0.50, -0.41)
N (-0.61, 1.54, 0.53)
S (1.11, -1.06, 1.12)
S (0.48, 1.86, -0.77)

Computed properties:
orbital gap: 8.946 eV
HOMO energy: -0.3062 Ha
electronic energy: -28294.0239 eV
LUMO: 0.61 eV
SMILES: S/N=C\N/C=N\S
net charge: 0
largest force on an atom: 1.31 eV Å⁻¹

***

6.
DFT (wB97M-V/def2-TZVPD) results for a single C4H6N4O molecule at a distorted geometry.

Geometry (Å):
C (1.12, 1.08, 2.08)
C (0.31, 0.70, 0.93)
C (-1.38, 0.10, -0.36)
C (0.90, -0.12, -0.16)
H (2.13, 1.21, 1.70)
H (1.27, 0.25, 2.87)
H (0.72, 1.94, 2.56)
H (-2.77, -0.41, -1.61)
H (-0.38, -1.03, -2.89)
H (-0.22, -2.36, -1.78)
N (-1.00, 0.78, 0.87)
N (-2.58, 0.02, -0.71)
N (-0.17, -0.45, -0.97)
N (0.04, -1.42, -2.00)
O (2.02, -0.28, -0.50)

Computed properties:
orbital gap: 9.132 eV
HOMO energy: -0.3590 Ha
electronic energy: -12251.6410 eV
LUMO: -0.64 eV
SMILES: [H]/N=C1/N=C(C)C(=O)N1N
net charge: 0
largest force on an atom: 3.70 eV Å⁻¹

***

7.
DFT (wB97M-V/def2-TZVPD) results for a molecular structure, C4H8N2S2 at a distorted geometry.

Geometry (Å):
C (1.96, 1.14, 0.73)
C (-0.38, 1.16, -0.07)
C (-0.27, 0.45, -1.36)
C (-1.78, -2.65, 0.23)
H (2.38, 0.81, 1.69)
H (2.02, 2.28, 0.57)
H (2.56, 0.70, -0.18)
H (0.30, -0.22, 1.05)
H (-1.48, 1.09, 0.24)
H (-0.26, 2.24, -0.24)
H (-1.77, -3.43, -0.48)
H (-2.23, -2.77, 1.23)
N (0.53, 0.74, 0.90)
N (-1.21, -1.52, 0.03)
S (0.13, 1.18, -2.78)
S (-0.51, -1.20, -1.56)

Computed properties:
orbital gap: 8.238 eV
HOMO energy: -0.3083 Ha
electronic energy: -28926.1420 eV
LUMO: -0.15 eV
net charge: 0
largest force on an atom: 3.13 eV Å⁻¹

***

8.
DFT (wB97M-V/def2-TZVPD) results for a molecular structure, C38H35ClHfN2Si2 at a distorted geometry.

Geometry (Å):
C (-1.03, -0.28, 0.80)
C (-1.60, 0.24, -0.41)
C (-1.42, -0.76, -1.42)
H (-2.20, 1.15, -0.49)
C (-0.70, -1.86, -0.86)
C (-0.46, -1.56, 0.52)
H (-0.11, -2.26, 1.28)
H (-1.18, 0.13, 1.80)
H (-1.85, -0.73, -2.43)
H (-0.49, -2.81, -1.34)
Hf (0.67, 0.02, -0.73)
Si (1.19, 0.38, -4.17)
C (0.15, 1.97, -4.17)
C (0.76, 3.18, -4.52)
H (1.85, 3.25, -4.55)
C (-0.04, 4.28, -4.87)
H (0.44, 5.17, -5.26)
C (-1.43, 4.23, -4.71)
H (-2.05, 5.08, -5.01)
C (-2.01, 3.09, -4.16)
H (-3.08, 3.06, -3.96)
C (-1.23, 1.96, -3.90)
H (-1.69, 1.07, -3.48)
C (0.11, -1.22, -4.37)
C (-1.14, -1.20, -5.03)
H (-1.60, -0.25, -5.28)
C (-1.76, -2.41, -5.36)
H (-2.67, -2.39, -5.94)
C (-1.24, -3.63, -4.92)
H (-1.73, -4.57, -5.17)
C (-0.12, -3.63, -4.09)
H (0.24, -4.55, -3.63)
C (0.55, -2.43, -3.82)
H (1.44, -2.43, -3.18)
H (0.63, 0.22, -2.58)
Si (1.75, 0.23, -6.36)
C (1.58, -1.36, -7.33)
C (0.83, -1.39, -8.53)
H (0.56, -0.45, -9.02)
C (0.38, -2.60, -9.08)
H (-0.24, -2.59, -9.97)
C (0.74, -3.80, -8.46)
H (0.36, -4.74, -8.84)
C (1.63, -3.80, -7.38)
H (1.98, -4.75, -6.98)
C (2.05, -2.59, -6.83)
H (2.72, -2.57, -5.96)
C (0.94, 1.55, -7.43)
C (-0.47, 1.60, -7.51)
H (-1.07, 0.83, -7.03)
C (-1.09, 2.66, -8.16)
H (-2.18, 2.71, -8.20)
C (-0.32, 3.65, -8.79)
H (-0.81, 4.45, -9.33)
C (1.07, 3.63, -8.71)
H (1.66, 4.43, -9.18)
C (1.70, 2.58, -8.01)
H (2.78, 2.58, -7.88)
H (3.19, 0.57, -6.03)
Cl (3.12, 0.46, -3.05)
N (2.26, -1.05, 0.42)
C (2.59, -0.29, 1.64)
C (3.35, -0.87, 2.65)
C (3.52, -0.14, 3.84)
C (2.95, 1.10, 4.01)
C (2.15, 1.70, 2.99)
C (1.45, 2.92, 3.14)
C (0.61, 3.37, 2.13)
C (0.47, 2.63, 0.96)
N (1.16, 1.47, 0.78)
C (2.01, 0.98, 1.78)
H (3.10, -1.23, -0.14)
H (1.98, -2.01, 0.65)
H (3.77, -1.87, 2.50)
H (4.13, -0.59, 4.64)
H (3.08, 1.66, 4.95)
H (1.58, 3.49, 4.06)
H (0.04, 4.29, 2.22)
H (-0.19, 2.92, 0.13)

Computed properties:
orbital gap: 4.584 eV
HOMO energy: -0.4463 Ha
electronic energy: -72524.5365 eV
LUMO: -7.56 eV
net charge: +2
largest force on an atom: 4.84 eV Å⁻¹